(1)
This record from OMol25 describes C6H9FS in the gas phase in a non-equilibrium geometry. The level of theory is ωB97M-V/def2-TZVPD.

```
17
C6H9FS | OMol25 | ωB97M-V/def2-TZVPD
S -2.544 0.286 0.201
F -0.117 -1.106 1.464
C 2.520 -0.337 -0.171
C -1.047 0.849 0.443
C 1.137 0.244 -0.119
C -0.587 2.201 0.393
C 0.120 -0.014 0.593
C -2.200 -1.444 -0.489
H 0.621 2.503 0.343
H 1.038 0.991 -0.992
H -3.380 -1.811 -0.286
H 3.368 0.367 0.145
H 2.515 -1.284 0.479
H 3.208 -0.806 -0.999
H -1.611 -1.410 -1.486
H -1.314 2.952 0.180
H -1.729 -2.180 0.302
```

Output
LUMO level: 0.6 eV
calculated total energy: -19915.85282 eV
energy relative to the best compared isomer or geometry (same formula, charge and spin): 453.38 kJ/mol
structure (SMILES): C=C(SC)/C(F)=C/C
orbital gap: 8.64 eV
total charge: 0

(2)
This record from OMol25 describes a molecular structure, C24H17CuN2O6P. The level of theory is ωB97M-V/def2-TZVPD.

```
51
C24H17CuN2O6P | OMol25 | ωB97M-V/def2-TZVPD
Cu 0.065 -0.239 -0.225
P 1.307 1.553 0.708
O -3.191 -2.507 -0.024
O -4.985 -2.312 1.746
O 3.197 -1.321 -1.385
O -5.513 -0.877 3.342
O -1.139 -1.714 -0.236
O 1.427 0.058 -1.626
N -1.970 0.669 0.892
N -2.521 1.549 1.729
C 3.558 1.421 4.144
C -2.318 -1.641 0.176
C -0.195 5.386 1.026
C 0.444 3.142 0.446
C 4.672 3.473 -0.644
C -3.759 -0.255 1.914
C 4.647 1.297 -1.648
C 3.493 3.188 0.024
C -0.208 3.283 -0.778
C -4.823 -1.182 2.390
C 5.257 2.526 -1.472
C -3.589 1.040 2.369
C 0.919 1.820 3.446
C 3.203 1.443 2.807
C -2.696 -0.434 0.984
C 2.862 1.964 -0.173
C 2.640 -0.237 -1.359
C 0.450 4.204 1.344
C 3.439 1.023 -1.023
C -0.841 4.470 -1.097
C 2.608 1.626 5.131
C -0.837 5.523 -0.194
C 1.878 1.676 2.440
C 1.280 1.811 4.778
H -0.179 6.210 1.727
H -0.119 1.940 3.166
H -0.199 2.446 -1.464
H 3.951 1.282 2.042
H -4.298 -2.441 0.972
H 0.523 1.938 5.540
H 5.142 4.438 -0.516
H -1.336 4.583 -2.052
H 6.179 2.751 -1.992
H 2.894 1.621 6.174
H -1.328 6.453 -0.443
H -4.153 1.608 3.078
H 3.051 3.926 0.683
H 5.077 0.536 -2.284
H 0.968 4.110 2.289
H -2.167 2.493 1.780
H 4.586 1.236 4.419
```

Output
LUMO level: 2.3 eV
calculated total energy: -94362.14806 eV
orbital gap: 7.03 eV
total charge: -1

(3)
This record from OMol25 describes 2 unconnected molecules or ions with the total composition C4H10N2O2 in a non-equilibrium geometry. The level of theory is ωB97M-V/def2-TZVPD.

```
18
C4H10N2O2 | OMol25 | ωB97M-V/def2-TZVPD
O 0.187 -2.282 -0.296
O -0.033 0.869 -1.634
N -1.721 -1.212 -1.114
N 0.358 1.285 1.674
C 1.854 -0.045 -0.477
C 0.402 0.158 -0.754
C -0.560 -1.094 -0.269
C -0.633 2.033 1.447
H -1.433 -1.183 -2.091
H 2.452 0.353 -1.292
H 2.146 -1.069 -0.270
H -0.426 -3.016 -0.424
H 2.092 0.497 0.441
H -0.899 -0.904 0.765
H 0.681 1.241 2.640
H -2.359 -0.438 -0.967
H -1.141 2.647 2.195
H -0.968 2.160 0.426
```

Output
LUMO level: 0.9 eV
calculated total energy: -11383.85310 eV
energy relative to the best compared isomer or geometry (same formula, charge and spin): 294.25 kJ/mol
structure (SMILES): CC(=O)[C@@H](N)O.C=N
orbital gap: 9.78 eV
total charge: 0

(4)
This record from OMol25 describes 11 unconnected molecules or ions with the total composition C44H119N13O14 in a non-equilibrium geometry. The level of theory is ωB97M-V/def2-TZVPD.

```
190
C44H119N13O14 | OMol25 | ωB97M-V/def2-TZVPD
O -16.465 3.510 -3.300
O -24.874 4.790 -3.280
O -20.880 5.332 -3.116
O -19.148 10.988 3.624
O -22.621 8.918 -2.554
O -19.446 -1.616 -4.985
O -13.852 12.331 6.073
O -17.419 1.813 2.162
O -27.580 11.028 -2.375
O -19.386 4.283 -7.625
O -17.174 8.644 -4.020
O -12.890 10.380 0.838
O -16.115 6.780 0.315
O -17.598 5.777 4.117
N -19.663 5.572 -0.284
N -23.525 6.285 -2.609
N -19.651 6.678 3.703
N -25.528 6.904 -3.019
N -22.713 5.961 -7.961
N -20.601 0.363 1.359
N -15.633 11.823 3.988
N -9.262 9.975 0.584
N -18.361 10.466 -7.004
N -19.213 6.036 5.699
N -14.276 2.108 -1.927
N -24.903 9.914 -3.988
N -19.057 1.544 -6.942
C -18.767 1.890 1.764
C -18.159 5.444 -0.369
C -21.813 4.824 -7.847
C -20.042 9.993 3.264
C -14.560 12.140 7.312
C -17.398 10.003 -6.053
C -13.744 11.142 5.294
C -21.245 8.624 -2.550
C -18.103 9.388 -4.821
C -16.556 3.911 -4.691
C -19.241 0.703 -0.589
C -20.333 4.363 -0.816
C -24.653 5.924 -3.027
C -20.814 0.868 -5.371
C -18.644 -1.718 -3.855
C -13.708 11.494 1.206
C -26.270 10.374 -4.372
C -11.516 10.767 0.776
C -14.129 3.954 -0.349
C -17.556 8.606 -2.595
C -17.804 10.589 3.755
C -15.613 8.031 0.689
C -19.242 0.640 0.998
C -17.497 6.602 0.461
C -28.753 10.699 -1.712
C -15.111 10.723 4.767
C -18.717 6.107 4.487
C -20.902 5.123 -4.522
C -15.022 3.245 -1.390
C -15.402 4.136 -2.588
C -16.864 2.999 2.711
C -20.336 5.352 -7.928
C -16.439 11.136 -5.761
C -19.006 -0.749 -6.022
C -17.047 11.832 3.986
C -22.837 10.347 -2.738
C -19.309 0.705 -5.817
C -27.374 10.026 -3.379
C -22.133 3.818 -9.024
C -24.385 10.616 -2.815
C -10.658 9.545 0.588
C -10.803 8.476 1.627
C -18.074 4.669 -8.086
C -20.212 4.208 -2.386
H -29.615 10.676 -2.379
H -19.899 5.070 -4.945
H -13.954 3.327 0.525
H -11.173 11.299 1.664
H -21.410 5.983 -4.956
H -18.966 2.786 1.176
H -20.858 8.624 -3.569
H -20.069 6.355 -0.775
H -23.630 5.614 -7.716
H -21.399 4.301 -0.594
H -19.383 2.495 -6.851
H -17.722 5.384 -1.365
H -23.339 7.267 -2.463
H -20.942 1.909 -5.074
H -26.508 9.952 -5.349
H -19.688 9.622 2.302
H -18.903 8.699 -5.092
H -14.485 4.304 -3.153
H -18.066 7.465 0.114
H -19.247 2.127 2.713
H -26.373 6.640 -3.507
H -13.097 11.399 4.455
H -21.173 0.297 -4.515
H -17.074 11.936 -5.380
H -15.049 9.909 4.046
H -24.774 10.197 -1.887
H -13.198 4.253 -0.830
H -17.254 3.932 2.303
H -21.994 4.352 -6.881
H -15.048 1.519 -2.205
H -10.186 8.697 2.497
H -20.253 6.040 -7.087
H -19.960 3.459 -0.334
H -20.761 -0.634 1.325
H -16.053 11.552 -6.692
H -17.689 5.472 -7.457
H -11.339 11.402 -0.091
H -9.087 10.685 -0.112
H -13.894 1.520 -1.201
H -18.635 -0.159 1.424
H -15.775 2.966 2.683
H -13.708 12.278 0.448
H -15.502 11.591 7.300
H -22.305 10.853 -1.932
H -17.397 10.023 2.918
H -20.567 0.510 2.357
H -8.736 9.253 0.113
H -16.832 7.972 -2.082
H -22.468 6.696 -7.312
H -17.350 12.320 4.913
H -15.877 8.769 -0.068
H -18.589 -0.701 -3.469
H -21.498 0.647 -6.191
H -27.218 8.998 -3.053
H -21.488 2.946 -8.921
H -26.277 11.456 -4.500
H -17.673 -2.180 -4.037
H -23.187 3.587 -9.179
H -16.809 9.172 -6.442
H -13.270 11.938 2.100
H -15.963 8.406 1.650
H -17.433 3.792 -7.995
H -20.652 3.288 -2.769
H -19.060 -2.408 -3.121
H -17.486 9.552 -2.059
H -17.962 -0.924 -6.285
H -17.656 6.436 1.526
H -14.714 13.064 7.870
H -14.789 11.366 1.266
H -11.857 8.337 1.869
H -15.948 2.907 -0.925
H -18.478 10.222 -4.228
H -16.922 4.932 -4.800
H -14.524 7.996 0.641
H -17.693 9.888 4.582
H -19.494 -0.272 -1.003
H -18.532 5.830 6.416
H -19.565 -1.037 -6.912
H -18.012 4.769 -9.170
H -24.200 9.862 -4.712
H -14.476 4.878 0.114
H -28.250 9.913 -4.018
H -15.616 3.704 -5.202
H -19.180 4.147 -2.729
H -18.544 8.181 -2.418
H -21.804 4.236 -9.975
H -10.989 9.021 -0.308
H -21.037 7.635 -2.141
H -24.539 11.686 -2.950
H -17.079 2.938 3.778
H -22.333 10.878 -3.545
H -19.991 9.137 3.938
H -18.231 0.914 -0.941
H -18.069 10.173 -7.926
H -19.189 9.923 -6.805
H -20.095 6.513 5.823
H -19.370 6.794 2.740
H -19.981 1.343 -1.069
H -21.356 4.167 -4.785
H -17.741 4.617 0.205
H -28.921 11.353 -0.856
H -20.582 6.861 4.050
H -22.716 5.683 -2.561
H -25.234 7.855 -2.854
H -15.799 10.508 5.585
H -18.062 1.488 -7.106
H -20.814 9.299 -1.811
H -17.350 3.313 -5.137
H -15.607 10.967 -5.077
H -13.840 11.636 7.957
H -21.069 10.346 3.167
H -15.693 5.107 -2.188
H -20.179 5.898 -8.858
H -10.458 7.486 1.329
H -18.744 1.058 -4.954
H -17.304 12.591 3.247
H -15.269 12.624 4.484
H -13.316 10.289 5.821
H -28.647 9.665 -1.382
```

Output
LUMO level (alpha / beta): -2.9 / -8.2 eV
calculated total energy: -95575.43120 eV
expectation value of S²: 0.7577
energy relative to the best compared isomer or geometry (same formula, charge and spin): 224.63 kJ/mol
multiplicity: 2
orbital gap (alpha / beta): 7.07 / 1.73 eV
total charge: +1

(5)
This record from OMol25 describes C4H4O3 in the gas phase in a non-equilibrium geometry. The level of theory is ωB97M-V/def2-TZVPD.

```
11
C4H4O3 | OMol25 | ωB97M-V/def2-TZVPD
O -2.707 0.163 1.207
O 1.454 1.198 -0.830
O 0.131 0.366 1.557
C 0.740 0.287 -0.499
C 1.062 -1.182 -0.691
C -0.442 0.535 0.501
C -1.939 0.945 0.711
H 0.345 -1.821 -0.171
H -2.213 2.008 0.566
H 2.073 -1.434 -0.351
H 1.017 -1.385 -1.764
```

Output
LUMO level: -0.2 eV
calculated total energy: -10353.02366 eV
energy relative to the best compared isomer or geometry (same formula, charge and spin): 211.16 kJ/mol
structure (SMILES): CC(=O)C(=O)C=O
orbital gap: 9.45 eV
total charge: 0